# 1
{
  "formula": "C17H17FN3O3Tl",
  "method": "ωB97M-V/def2-TZVPD",
  "elements": ["Tl", "F", "O", "O", "O", "N", "N", "N", "C", "C", "C", "C", "C", "C", "C", "C", "C", "C", "C", "C", "C", "C", "C", "C", "C", "H", "H", "H", "H", "H", "H", "H", "H", "H", "H", "H", "H", "H", "H", "H", "H", "H"],
  "xyz": [[4.480, 2.079, 0.317], [0.057, -3.532, 1.034], [2.791, 3.199, -0.902], [2.278, 0.919, 0.869], [0.950, 4.433, -1.223], [4.543, -0.259, -0.973], [-1.628, 1.595, -0.036], [3.480, -2.470, -0.649], [-1.716, -2.028, 0.617], [0.667, 2.312, -0.236], [-0.359, -2.263, 0.807], [-3.052, 1.982, -0.112], [3.696, -3.174, 0.609], [-3.622, -0.445, 0.176], [4.068, -1.306, -0.840], [1.549, 3.436, -0.827], [1.142, 1.119, 0.410], [-1.232, 0.309, 0.288], [0.556, -1.253, 0.773], [0.131, 0.050, 0.498], [-2.160, -0.749, 0.365], [3.048, -3.262, -1.793], [-0.671, 2.491, -0.379], [-3.893, 0.974, 0.657], [-3.267, 3.384, 0.453], [4.518, -3.892, 0.526], [2.850, -2.607, -2.638], [-2.418, -2.851, 0.661], [-4.337, 3.580, 0.531], [3.810, -3.993, -2.078], [-2.833, 4.160, -0.174], [1.611, -1.419, 0.936], [2.785, -3.711, 0.874], [-3.352, 1.971, -1.166], [-0.994, 3.429, -0.811], [-2.828, 3.457, 1.449], [-3.638, 1.051, 1.719], [2.131, -3.788, -1.529], [-4.946, 1.233, 0.548], [-4.223, -1.164, 0.733], [-3.900, -0.540, -0.878], [3.928, -2.458, 1.394]],
  "lowdin_charge": [0.913, 0.045, -0.255, -0.151, 0.012, 0.087, 0.022, -0.204, 0.048, -0.015, -0.257, -0.309, -0.039, -0.126, -0.285, -0.636, -0.305, -0.078, 0.062, -0.038, -0.138, -0.031, 0.024, -0.149, -0.039, 0.093, 0.097, 0.130, 0.085, 0.092, 0.077, 0.107, 0.081, 0.156, 0.133, 0.098, 0.135, 0.089, 0.122, 0.119, 0.129, 0.099],
  "orbital_gap_ev": 8.423
}


# 2
{
  "formula": "C17H17FN4S2",
  "method": "ωB97M-V/def2-TZVPD",
  "elements": ["S", "S", "F", "N", "N", "N", "N", "C", "C", "C", "C", "C", "C", "C", "C", "C", "C", "C", "C", "C", "C", "C", "C", "C", "H", "H", "H", "H", "H", "H", "H", "H", "H", "H", "H", "H", "H", "H", "H", "H", "H"],
  "xyz": [[1.532, -2.238, 0.594], [0.082, -1.301, -1.810], [-6.342, 3.254, 1.196], [2.170, 2.453, 0.374], [-1.594, -1.788, 2.356], [1.746, 0.291, -0.273], [-0.030, 2.252, 3.390], [1.562, -1.942, -2.682], [-4.508, 1.796, 1.848], [3.308, -1.787, 0.822], [0.737, -0.777, -0.154], [-3.284, 2.219, -0.643], [-4.563, 2.757, -0.381], [-2.560, 1.551, 0.371], [0.017, 1.798, 2.322], [0.052, 1.255, 1.006], [-1.159, 1.053, 0.060], [-1.095, -1.070, 1.616], [1.156, -2.512, -4.043], [-5.173, 2.595, 0.890], [-3.217, 1.314, 1.587], [1.350, 1.348, 0.370], [-0.404, -0.155, 0.683], [4.137, -2.998, 1.167], [0.293, -3.157, -4.009], [-5.042, 1.585, 2.791], [2.356, -1.206, -2.811], [-2.728, 0.750, 2.401], [5.164, -2.706, 1.335], [3.786, -3.443, 2.106], [-5.071, 3.270, -1.162], [2.011, -3.031, -4.501], [1.970, 3.253, 0.975], [0.876, -1.684, -4.734], [-2.866, 2.387, -1.624], [-0.882, 1.155, -1.026], [3.052, 2.392, -0.120], [4.139, -3.753, 0.365], [1.985, -2.752, -2.125], [3.690, -1.381, -0.114], [3.348, -1.048, 1.587]],
  "lowdin_charge": [0.914, 0.897, 0.040, 0.167, 0.199, 0.079, 0.199, -0.540, 0.006, -0.516, -0.904, -0.017, 0.004, -0.162, -0.135, -0.244, -0.036, -0.179, -0.178, -0.226, -0.027, -0.352, -0.303, -0.173, 0.058, 0.128, 0.077, 0.108, 0.069, 0.074, 0.102, 0.078, 0.112, 0.077, 0.110, 0.143, 0.113, 0.077, 0.036, 0.067, 0.057],
  "orbital_gap_ev": 8.948,
  "e_above_lowest_kj_mol": 16.0
}


# 3
{
  "formula": "C17H17IN3NaO2P",
  "method": "ωB97M-V/def2-TZVPD",
  "elements": ["I", "P", "Na", "O", "O", "N", "N", "N", "C", "C", "C", "C", "C", "C", "C", "C", "C", "C", "C", "C", "C", "C", "C", "C", "C", "H", "H", "H", "H", "H", "H", "H", "H", "H", "H", "H", "H", "H", "H", "H", "H", "H"],
  "xyz": [[4.019, -1.633, -3.252], [6.965, 1.991, 0.600], [6.400, -0.922, -1.800], [8.275, 0.845, 0.605], [7.047, 3.113, -0.730], [3.032, 0.694, 2.324], [0.650, -2.865, -2.377], [4.799, 0.262, -0.478], [-7.232, 1.157, 0.297], [-2.246, -1.256, -0.211], [-4.453, 0.262, 0.482], [-1.101, -2.338, 0.351], [3.451, -0.349, -0.220], [-4.052, 1.746, -0.163], [-6.818, 2.638, -0.343], [-6.087, 0.007, 0.685], [1.299, -2.017, -1.296], [2.591, -0.119, 1.140], [4.375, 1.309, 2.045], [1.094, -0.838, 1.245], [-3.371, -0.889, 0.922], [5.241, 1.108, 0.683], [0.410, -1.758, 0.072], [-5.190, 2.882, -0.574], [2.794, -1.309, -1.416], [-2.814, -0.491, 1.892], [6.612, 3.978, -0.404], [-1.274, -2.436, 1.527], [4.837, 1.997, 2.900], [1.095, -2.606, -3.294], [-3.990, -1.875, 1.161], [-6.508, -1.014, 1.115], [-4.816, 3.910, -1.008], [8.271, 0.250, -0.202], [-2.908, 1.968, -0.340], [-8.400, 0.989, 0.464], [-7.600, 3.461, -0.633], [-1.336, -3.368, -0.155], [0.842, -3.869, -2.130], [-1.632, -0.284, -0.527], [0.477, -0.668, 2.250], [-2.746, -1.664, -1.208]],
  "lowdin_charge": [0.893, 0.910, 0.426, -0.311, -0.355, 0.072, 0.029, -0.059, -0.067, -0.206, -0.151, -0.170, -0.170, -0.035, -0.064, -0.033, -0.173, -0.123, -0.051, 0.067, -0.209, -0.305, -0.075, -0.070, -0.453, 0.124, 0.092, 0.124, 0.126, 0.051, 0.126, 0.086, 0.078, 0.042, 0.076, 0.087, 0.081, 0.116, 0.108, 0.111, 0.122, 0.130],
  "orbital_gap_ev": 5.100,
  "charge": 1
}


# 4
{
  "formula": "C17H17InN2O3",
  "method": "ωB97M-V/def2-TZVPD",
  "elements": ["In", "O", "O", "O", "N", "N", "C", "C", "C", "C", "C", "C", "C", "C", "C", "C", "C", "C", "C", "C", "C", "C", "C", "H", "H", "H", "H", "H", "H", "H", "H", "H", "H", "H", "H", "H", "H", "H", "H", "H"],
  "xyz": [[0.154, -0.358, 0.206], [-1.363, -1.773, 0.045], [1.621, 0.176, -1.128], [1.245, -1.325, 1.563], [0.643, 1.681, 1.067], [-1.565, 1.054, -0.311], [5.210, 0.362, -0.769], [-5.062, -1.944, -1.809], [-2.742, 0.720, -0.696], [0.935, -2.556, 2.150], [4.251, 1.785, 0.880], [1.842, 2.119, 1.061], [-1.276, 2.463, -0.057], [-4.490, -0.724, -1.549], [2.794, 0.516, -0.622], [-2.511, -1.787, -0.568], [-4.359, -3.098, -1.438], [-3.130, -3.028, -0.832], [2.962, 1.420, 0.463], [-0.490, 2.565, 1.254], [-3.222, -0.614, -0.947], [5.375, 1.252, 0.295], [3.960, 0.015, -1.226], [-5.013, 0.189, -1.812], [-2.194, 3.057, -0.041], [3.834, -0.668, -2.056], [1.840, -2.978, 2.601], [-1.100, 2.215, 2.090], [0.184, -2.465, 2.947], [-3.473, 1.516, -0.876], [2.046, 3.120, 1.459], [6.362, 1.526, 0.638], [-4.798, -4.070, -1.629], [-0.631, 2.830, -0.861], [-0.178, 3.595, 1.448], [6.083, -0.062, -1.249], [0.546, -3.290, 1.433], [-2.599, -3.923, -0.536], [-6.032, -2.015, -2.279], [4.343, 2.501, 1.689]],
  "lowdin_charge": [0.960, -0.117, -0.141, -0.350, -0.031, -0.021, -0.076, -0.098, -0.064, -0.247, -0.047, -0.059, -0.178, -0.053, -0.340, -0.332, -0.076, -0.006, -0.144, -0.177, -0.139, -0.096, -0.006, 0.109, 0.120, 0.118, 0.072, 0.126, 0.070, 0.132, 0.140, 0.098, 0.106, 0.130, 0.122, 0.104, 0.064, 0.119, 0.098, 0.111],
  "orbital_gap_ev": 8.039,
  "e_above_lowest_kj_mol": 34.1
}


# 5
{
  "formula": "C17H17N2O3",
  "method": "ωB97M-V/def2-TZVPD",
  "elements": ["O", "O", "O", "N", "N", "C", "C", "C", "C", "C", "C", "C", "C", "C", "C", "C", "C", "C", "C", "C", "C", "C", "H", "H", "H", "H", "H", "H", "H", "H", "H", "H", "H", "H", "H", "H", "H", "H", "H"],
  "xyz": [[0.773, 3.353, 4.148], [4.047, 6.864, 0.056], [-2.764, -1.798, 0.745], [-1.922, 0.444, 1.918], [-2.126, 0.391, 0.495], [3.344, 5.858, 2.180], [0.209, 2.710, 6.341], [-0.714, 3.009, 2.298], [2.426, 5.057, 2.840], [-0.667, 2.105, 7.235], [0.408, 3.606, 2.862], [1.310, 4.501, 2.171], [-1.636, 2.314, 3.090], [-0.112, 2.696, 4.983], [1.127, 4.842, 0.805], [-2.119, 1.442, 5.398], [2.028, 5.638, 0.131], [-1.819, 1.455, 6.756], [-2.715, -0.785, 0.056], [5.243, 7.356, 0.717], [3.169, 6.136, 0.798], [-1.306, 2.141, 4.467], [1.125, 3.204, 6.679], [0.256, 4.471, 0.279], [5.778, 7.883, -0.077], [-2.481, 0.957, 7.469], [-0.822, 3.110, 1.221], [-0.441, 2.121, 8.306], [-3.058, -0.694, -0.990], [-2.997, 0.913, 5.018], [4.194, 6.278, 2.729], [-2.690, 2.221, 2.803], [2.599, 4.873, 3.900], [5.850, 6.521, 1.109], [-2.526, 1.224, 0.079], [-0.914, 0.483, 2.051], [1.893, 5.909, -0.912], [-2.255, -0.457, 2.294], [4.985, 8.049, 1.537]],
  "lowdin_charge": [0.102, -0.064, 0.030, 0.025, -0.015, 0.012, 0.026, 0.014, 0.014, -0.028, -0.129, -0.145, -0.009, -0.139, 0.001, 0.007, 0.025, -0.046, -0.305, -0.042, -0.235, -0.132, 0.137, 0.108, 0.100, 0.120, 0.113, 0.126, 0.140, 0.128, 0.114, 0.137, 0.126, 0.103, 0.129, 0.105, 0.131, 0.114, 0.102],
  "orbital_gap_ev": 7.031,
  "charge": 1
}


# 6
{
  "formula": "C17H17N2O3PdS3Sb",
  "method": "ωB97M-V/def2-TZVPD",
  "elements": ["Sb", "Pd", "S", "S", "S", "O", "O", "O", "N", "N", "C", "C", "C", "C", "C", "C", "C", "C", "C", "C", "C", "C", "C", "C", "C", "C", "C", "H", "H", "H", "H", "H", "H", "H", "H", "H", "H", "H", "H", "H", "H", "H", "H", "H"],
  "xyz": [[-1.397, -1.102, 1.675], [-2.526, -0.349, -0.429], [-3.054, 5.361, 0.210], [-1.878, -1.400, -2.503], [0.299, -3.120, -3.593], [-3.724, 1.846, -0.491], [-3.288, 6.385, -0.791], [-3.065, 5.840, 1.579], [0.558, -1.833, -1.346], [-3.973, 4.074, 0.003], [0.562, 2.862, -0.702], [-1.494, 4.570, -0.118], [-1.765, 3.243, -0.379], [-0.737, 2.365, -0.679], [1.724, -2.528, -1.553], [3.943, -3.272, -0.995], [-0.316, -2.023, -2.302], [-0.213, 5.083, -0.136], [2.925, -4.041, -3.043], [4.004, -4.026, -2.167], [2.817, -2.527, -0.684], [-0.710, -3.144, 1.613], [0.823, 4.204, -0.433], [-3.260, 2.967, -0.295], [-1.746, -1.205, 3.830], [1.796, -3.299, -2.734], [0.565, -0.247, 1.917], [-2.626, -1.817, 4.037], [4.788, -3.270, -0.316], [-0.027, 6.129, 0.073], [0.485, 0.785, 2.258], [-0.877, -1.647, 4.324], [2.965, -4.627, -3.954], [-0.938, 1.312, -0.879], [0.025, -3.335, 2.400], [1.156, -0.831, 2.628], [2.761, -1.946, 0.228], [1.036, -0.263, 0.934], [1.845, 4.566, -0.458], [-0.261, -3.308, 0.635], [1.380, 2.190, -0.930], [-1.918, -0.204, 4.227], [4.893, -4.603, -2.395], [-1.558, -3.820, 1.737]],
  "lowdin_charge": [1.218, -0.175, 0.578, 0.443, 0.917, -0.059, -0.363, -0.362, -0.002, -0.080, -0.082, -0.230, -0.129, -0.019, -0.344, -0.128, -1.141, -0.063, -0.128, -0.141, -0.035, -0.343, -0.103, -0.539, -0.370, -0.514, -0.345, -0.022, 0.085, 0.107, -0.009, -0.019, 0.091, 0.059, -0.010, -0.010, 0.096, -0.035, 0.088, -0.028, 0.099, -0.018, 0.080, -0.014],
  "orbital_gap_ev": 5.235,
  "e_above_lowest_kj_mol": 2.3,
  "charge": -2
}